(1)
{
  "formula": "C5H12O2",
  "method": "wB97M-V/def2-TZVPD",
  "orbital_gap_ev": 10.8,
  "relative_energy_ev": 0.285,
  "total_charge": 0,
  "energy_ha": -348.194348,
  "symbols": ["C", "C", "C", "O", "C", "C", "H", "H", "H", "H", "H", "H", "H", "H", "H", "H", "O", "H", "H"],
  "coordinates": [[-1.825, 0.125, -2.186], [-0.574, -0.553, -1.648], [-0.157, -0.071, -0.274], [-0.882, 0.658, 0.383], [1.174, -0.568, 0.257], [1.945, 0.484, 1.054], [-2.659, 0.022, -1.487], [-1.655, 1.195, -2.337], [-2.113, -0.316, -3.145], [-0.715, -1.641, -1.564], [0.277, -0.428, -2.329], [1.776, -0.959, -0.571], [0.950, -1.421, 0.911], [2.114, 1.392, 0.467], [1.396, 0.743, 1.961], [2.919, 0.083, 1.349], [-0.535, 0.056, 3.158], [-0.772, 0.378, 2.272], [-0.664, 0.822, 3.728]],
  "mulliken_charge": [-1.2049, -0.3606, 0.6274, -0.6890, -0.4770, -1.0373, 0.2910, 0.3108, 0.3746, 0.2887, 0.3170, 0.3686, 0.2967, 0.3261, 0.2217, 0.3394, -0.6471, 0.3498, 0.3041]
}



(2)
{
  "formula": "C5H12O2",
  "method": "wB97M-V/def2-TZVPD",
  "orbital_gap_ev": 9.6,
  "relative_energy_ev": 2.790,
  "total_charge": 0,
  "energy_ha": -348.102279,
  "symbols": ["C", "C", "C", "C", "C", "H", "H", "H", "H", "H", "H", "H", "H", "O", "H", "H", "O", "H", "H"],
  "coordinates": [[-0.832, -0.778, 1.194], [-0.439, 0.504, 1.352], [-1.271, 1.653, 0.905], [-2.622, 1.632, 0.892], [-0.572, 2.579, -0.043], [-1.894, -0.932, 1.328], [-0.138, -1.584, 1.279], [0.591, 0.803, 1.523], [-3.043, 2.606, 0.651], [-3.269, 0.946, 1.406], [0.281, 3.079, 0.449], [-0.117, 1.978, -0.848], [-1.124, 3.386, -0.522], [-0.224, -1.416, -1.405], [0.526, -1.974, -1.269], [-0.281, -0.715, -0.747], [4.391, -3.926, -2.013], [5.058, -3.430, -1.524], [4.982, -4.411, -2.609]],
  "mulliken_charge": [-0.8399, -0.4012, 0.9788, -0.9731, -1.1349, 0.2037, 0.3566, 0.2706, 0.2704, 0.2920, 0.3143, 0.2460, 0.3795, -0.7024, 0.3048, 0.4337, -0.6341, 0.3172, 0.3177]
}



(3)
{
  "formula": "C5H12O2",
  "method": "wB97M-V/def2-TZVPD",
  "orbital_gap_ev": [7.1, 4.5],
  "relative_energy_ev": 2.744,
  "total_charge": 1,
  "energy_ha": -347.732963,
  "multiplicity": 2,
  "symbols": ["C", "C", "C", "C", "C", "H", "H", "H", "H", "H", "H", "H", "H", "H", "H", "O", "H", "H", "O"],
  "coordinates": [[1.065, 2.258, 2.493], [2.084, 2.415, 3.385], [-0.183, 1.477, 2.892], [-1.509, 1.865, 2.088], [-1.433, 2.321, 0.822], [1.105, 2.689, 1.479], [3.025, 2.023, 2.959], [1.902, 2.340, 4.389], [-0.406, 1.631, 3.920], [-0.108, 0.402, 2.469], [-2.412, 1.995, 2.722], [-2.338, 2.552, 0.243], [-0.503, 2.547, 0.373], [2.289, -3.593, -5.843], [1.980, -2.553, -4.925], [2.467, -3.358, -4.917], [-2.564, -5.198, -4.480], [-1.584, -4.303, -3.793], [-2.533, -4.461, -3.782]],
  "lowdin_spin": [0.2906, 0.4849, 0.0680, 0.0510, 0.0069, 0.0144, 0.0242, 0.0358, 0.0009, 0.0102, 0.0091, 0.0028, 0.0011, 0.0000, 0.0000, 0.0000, 0.0000, 0.0000, 0.0000]
}



(4)
{
  "formula": "C5H12O3",
  "method": "wB97M-V/def2-TZVPD",
  "orbital_gap_ev": 6.5,
  "relative_energy_ev": 0.828,
  "total_charge": -2,
  "energy_ha": -423.309698,
  "symbols": ["C", "O", "C", "C", "C", "C", "O", "H", "H", "H", "H", "H", "H", "H", "H", "H", "H", "H", "H", "O"],
  "coordinates": [[-1.212, 0.101, -2.721], [-2.016, 0.416, -3.739], [-1.474, 0.605, -1.250], [-0.237, 0.733, -0.317], [-0.098, -0.405, 0.678], [0.381, 0.170, 2.062], [1.182, -0.634, 2.844], [-1.149, -1.055, -2.617], [-0.135, 0.346, -2.986], [-2.074, 1.542, -1.217], [-2.137, -0.096, -0.738], [-0.243, 1.659, 0.309], [0.686, 0.968, -0.854], [0.680, -1.184, 0.415], [-1.005, -1.023, 0.750], [-0.514, 0.378, 2.704], [0.941, 1.121, 1.947], [2.256, -0.944, 2.302], [2.959, -1.358, 0.752], [3.209, -1.338, 1.677]],
  "mulliken_charge": [-0.3710, -0.9085, -0.5507, -0.5149, -0.2176, -0.7215, -0.7610, 0.0647, 0.1364, 0.3292, 0.2287, 0.3341, 0.3300, 0.1299, 0.2776, 0.2515, 0.2381, 0.4095, 0.2277, -0.9122]
}



(5)
{
  "formula": "C5H12O3",
  "method": "wB97M-V/def2-TZVPD",
  "orbital_gap_ev": 11.1,
  "relative_energy_ev": 0.637,
  "total_charge": 0,
  "energy_ha": -423.430424,
  "symbols": ["C", "C", "C", "C", "O", "O", "C", "O", "H", "H", "H", "H", "H", "H", "H", "H", "H", "H", "H", "H"],
  "coordinates": [[1.744, 0.592, -0.405], [0.629, 0.174, 0.550], [0.382, 1.272, 1.584], [-0.672, -0.160, -0.221], [-1.102, 0.910, -1.021], [-1.654, -0.468, 0.734], [-0.484, -1.368, -1.189], [-1.535, -2.292, -1.095], [1.956, -0.183, -1.134], [2.651, 0.797, 0.156], [1.458, 1.492, -0.943], [0.916, -0.740, 1.080], [-0.449, 1.002, 2.227], [0.163, 2.219, 1.098], [1.266, 1.408, 2.197], [-1.308, 1.656, -0.442], [-2.443, -0.755, 0.248], [-0.493, -0.986, -2.209], [0.477, -1.865, -0.993], [-1.502, -2.704, -0.221]],
  "mulliken_charge": [-1.4171, 0.3998, -1.6031, 0.9345, -0.6222, -0.6292, -0.8041, -0.5883, 0.3966, 0.4121, 0.2982, 0.3236, 0.3740, 0.3696, 0.4279, 0.3706, 0.3805, 0.3506, 0.3043, 0.3216]
}



(6)
{
  "formula": "C5H12O3",
  "method": "wB97M-V/def2-TZVPD",
  "orbital_gap_ev": 7.2,
  "relative_energy_ev": 7.030,
  "total_charge": 0,
  "energy_ha": -423.195480,
  "symbols": ["C", "O", "O", "H", "H", "H", "H", "C", "C", "C", "C", "O", "H", "H", "H", "H", "H", "H", "H", "H"],
  "coordinates": [[0.034, -1.336, 1.562], [0.505, -1.546, 0.230], [-1.700, -0.102, -0.853], [-1.058, -0.842, -0.863], [0.850, -1.468, 2.278], [-0.433, -0.356, 1.681], [-0.716, -2.106, 1.731], [-2.695, 1.927, -0.472], [1.628, 0.652, 0.295], [1.532, -0.746, -0.238], [2.303, -1.245, -1.200], [-1.829, 1.547, 0.392], [-2.433, 0.847, -1.404], [-2.440, 2.813, -1.070], [-3.747, 1.833, -0.164], [1.875, 0.660, 1.360], [0.677, 1.174, 0.172], [2.410, 1.195, -0.231], [2.151, -2.250, -1.564], [3.087, -0.651, -1.643]],
  "mulliken_charge": [-0.6472, -0.4849, -0.5571, 0.3117, 0.3357, 0.2652, 0.2426, -0.4582, -0.9533, 0.8732, -0.9931, -0.2953, 0.3781, 0.3060, 0.3020, 0.2986, 0.1778, 0.3556, 0.2865, 0.2560]
}



(7)
{
  "formula": "C5H12O3",
  "method": "wB97M-V/def2-TZVPD",
  "orbital_gap_ev": 9.8,
  "relative_energy_ev": 4.486,
  "total_charge": 0,
  "energy_ha": -423.288998,
  "symbols": ["C", "O", "O", "O", "H", "H", "H", "H", "C", "C", "C", "C", "H", "H", "H", "H", "H", "H", "H", "H"],
  "coordinates": [[-0.972, -0.817, -1.611], [-1.840, -0.710, -2.712], [-0.390, 0.351, -1.294], [-1.713, -1.275, -0.456], [-2.294, -1.989, -0.741], [-2.239, 0.169, -2.663], [-0.436, 0.692, 0.006], [-0.255, -1.606, -1.896], [1.304, -0.968, 0.886], [-0.530, 1.068, 1.409], [1.081, 0.471, 0.615], [1.905, 1.444, 0.298], [1.670, -1.112, 1.903], [2.029, -1.362, 0.173], [0.379, -1.530, 0.766], [-0.174, 0.921, 2.425], [-1.424, 0.445, 1.370], [-0.638, 2.139, 1.258], [1.589, 2.460, 0.126], [2.949, 1.209, 0.138]],
  "mulliken_charge": [0.2316, -0.5195, -0.6833, -0.5606, 0.3039, 0.3010, 0.6044, 0.2428, -1.1243, -1.2393, 0.7089, -0.9213, 0.3268, 0.3826, 0.2256, 0.4444, 0.3516, 0.3816, 0.2631, 0.2800]
}



(8)
{
  "formula": "C5H12O3",
  "method": "wB97M-V/def2-TZVPD",
  "orbital_gap_ev": [8.0, 4.2],
  "relative_energy_ev": 2.328,
  "total_charge": 1,
  "energy_ha": -423.020750,
  "multiplicity": 2,
  "symbols": ["O", "C", "C", "C", "C", "C", "O", "H", "H", "H", "H", "H", "H", "H", "H", "H", "H", "H", "H", "O"],
  "coordinates": [[-2.136, 1.450, 2.635], [-2.126, 1.134, 1.487], [-1.327, 0.074, 0.805], [-0.826, 0.739, -0.571], [0.572, 1.407, -0.494], [1.687, 0.453, -0.059], [1.499, -0.877, -0.592], [-2.830, 1.560, 0.744], [-0.432, -0.311, 1.291], [-1.904, -0.817, 0.560], [-0.830, -0.052, -1.316], [-1.474, 1.579, -0.801], [0.649, 2.323, 0.094], [0.651, 1.727, -1.539], [2.635, 0.730, -0.535], [1.894, 0.339, 1.002], [0.763, -1.284, -0.138], [1.760, -3.282, -0.330], [0.924, -3.476, -1.594], [0.851, -3.416, -0.649]],
  "lowdin_spin": [0.6516, 0.1326, 0.1070, 0.0191, 0.0034, 0.0006, 0.0031, 0.0701, 0.0000, 0.0007, 0.0065, 0.0022, 0.0003, 0.0022, 0.0000, 0.0003, 0.0003, 0.0000, 0.0000, 0.0000]
}



no.,F_max (eV Å⁻¹)
1,0.49
2,2.75
3,3.08
4,2.17
5,0.56
6,3.68
7,3.83
8,2.75